Arrangement a

DFT (ωB97M-V/def2-TZVPD) results for a 5-piece molecular cluster, CH12N2O4 overall.

```
! wB97M-V def2-TZVPD RIJCOSX def2/J DEFGRID3
* xyz 0 1
H 0.768 3.033 0.105
N 0.417 2.102 -0.017
C -0.135 1.807 -1.145
N -0.142 0.598 -1.760
H -0.773 2.540 -1.722
H -0.032 -0.308 -1.243
H -0.661 0.651 -2.639
O -0.127 -0.970 2.183
H 0.129 -0.955 3.162
H 0.500 -0.304 1.821
O 0.061 -2.857 -0.492
H 0.787 -3.471 -0.361
H 0.206 -2.383 0.309
O 3.058 0.323 -0.154
H 2.254 0.876 -0.138
H 3.607 0.741 -0.826
O -3.238 -0.298 0.822
H -3.456 0.612 0.709
H -2.473 -0.367 1.264
*
```

Output
E_LUMO = 0.60 eV
gap between HOMO and LUMO = 10.20 eV
SMILES = [H]/N=C/N.O.O.O.O

=====

Arrangement b

DFT (ωB97M-V/def2-TZVPD) results for CH12N2O4 as an isolated structure.

```
! wB97M-V def2-TZVPD RIJCOSX def2/J DEFGRID3
* xyz 0 1
N 1.117 -1.811 -0.504
C 0.065 -1.284 0.134
N 0.466 -0.350 0.974
H 1.029 -2.624 -1.129
H -0.746 -0.824 -0.609
H -0.496 -2.056 0.675
H -0.346 0.237 1.140
H -2.115 1.960 1.423
H 1.735 -1.033 -0.771
O -2.098 -0.592 -0.190
H 1.116 1.592 -1.004
H -0.262 2.127 -0.494
O 0.202 1.857 -1.289
H 1.411 0.171 0.590
H 2.953 0.917 0.368
O 2.282 0.592 -0.250
H -3.033 -0.586 -0.413
H -1.839 0.358 0.185
O -1.440 1.348 1.163
*
```

Output
E_LUMO = -3.37 eV
gap between HOMO and LUMO = 6.00 eV

=====

Energy relative to the most stable one, in kJ/mol: arrangement a 0.0; arrangement b 565.9

=====

Arrangement a

DFT (ωB97M-V/def2-TZVPD) results for an isolated ion of composition C5H6N and charge +1.

```
! wB97M-V def2-TZVPD RIJCOSX def2/J DEFGRID3
* xyz 1 1
C 1.503 -0.966 -2.307
C -0.475 0.868 -1.311
C 1.392 -1.306 -1.047
C 0.670 -0.735 0.071
C -0.342 0.167 -0.243
N -1.076 0.780 1.293
H 2.047 -2.098 -0.668
H 1.161 -1.082 1.024
H -0.936 1.801 -1.587
H -2.016 0.282 1.352
H -1.344 1.741 1.302
H -0.584 0.547 2.119
*
```

Output
E_LUMO = -6.69 eV
gap between HOMO and LUMO = 6.81 eV

=====

Arrangement b

DFT (ωB97M-V/def2-TZVPD) results for an isolated ion of composition C5H6N and charge +1.

```
! wB97M-V def2-TZVPD RIJCOSX def2/J DEFGRID3
* xyz 1 1
C -0.140 -2.034 1.322
C -0.157 0.500 1.008
C 0.618 -1.583 2.240
C -0.228 0.708 -0.274
C -0.344 0.862 -1.714
N -0.395 -0.706 1.780
H -0.350 -2.842 0.596
H 0.051 1.371 1.654
H 1.269 -1.607 3.172
H 0.321 1.726 -2.119
H -1.446 0.986 -1.873
H 0.323 0.146 -2.236
*
```

Output
E_LUMO (alpha / beta) = -6.29 / -6.57 eV
gap between HOMO and LUMO (alpha / beta) = 6.93 / 6.43 eV

=====

Energy relative to the most stable one, in kJ/mol: arrangement a 127.4; arrangement b 0.0

=====

Arrangement a

DFT (ωB97M-V/def2-TZVPD) results for a 2-piece molecular cluster, C5H6N overall.

```
! wB97M-V def2-TZVPD RIJCOSX def2/J DEFGRID3
* xyz 1 1
C -3.351 -0.405 -0.136
C 0.578 0.484 0.029
C -0.441 1.171 -0.046
C 2.194 0.313 0.128
C 1.263 -0.881 0.069
N -2.236 -0.348 0.046
H -4.242 -0.851 -0.558
H -1.116 1.952 -0.289
H 2.811 0.822 -0.676
H 2.382 0.591 1.132
H 0.875 -1.167 0.990
H 1.283 -1.681 -0.691
*
```

Output
E_LUMO = -5.75 eV
gap between HOMO and LUMO = 10.26 eV

=====

Arrangement b

DFT (ωB97M-V/def2-TZVPD) results for C5H6N as an isolated structure.

```
! wB97M-V def2-TZVPD RIJCOSX def2/J DEFGRID3
* xyz 1 1
C -0.397 -0.796 -1.866
C -0.252 0.392 -1.042
C 0.379 -1.247 0.356
C 0.239 -1.584 -1.054
C 0.060 0.884 1.354
N 0.125 0.043 0.246
H -0.634 -0.798 -2.999
H -0.293 1.368 -1.504
H 0.593 -1.687 1.238
H 0.985 1.497 1.468
H -0.765 1.501 1.501
H -0.040 0.426 2.302
*
```

Output
E_LUMO (alpha / beta) = -7.34 / -6.15 eV
gap between HOMO and LUMO (alpha / beta) = 7.45 / 8.63 eV

=====

Energy relative to the most stable one, in kJ/mol: arrangement a 13.0; arrangement b 0.0

=====

Arrangement a

DFT (ωB97M-V/def2-TZVPD) results for an isolated ion of composition C5H6N and charge +1.

```
! wB97M-V def2-TZVPD RIJCOSX def2/J DEFGRID3
* xyz 1 1
C -0.962 2.281 1.811
C -0.326 1.348 1.366
N 0.185 0.104 1.197
C 0.198 -0.540 0.006
C 0.002 -0.307 -1.421
C 0.792 -1.629 -1.204
H -1.517 3.084 2.207
H 0.257 -0.314 2.137
H -1.036 -0.364 -1.720
H 0.279 0.577 -1.860
H 0.294 -2.591 -1.348
H 1.835 -1.649 -1.172
*
```

Output
E_LUMO = -5.61 eV
gap between HOMO and LUMO = 9.27 eV
SMILES = C#C[NH+]=C1CC1

=====

Arrangement b

DFT (ωB97M-V/def2-TZVPD) results for C5H6N as an isolated structure.

```
! wB97M-V def2-TZVPD RIJCOSX def2/J DEFGRID3
* xyz 1 1
C -0.157 -2.146 0.239
C 0.681 1.843 -0.055
C -1.270 -0.217 -0.171
C 0.836 -1.185 0.182
C 0.121 -0.001 -0.008
N -1.317 -1.713 -0.111
H 0.084 -3.205 0.441
H -0.226 2.373 -0.212
H 1.672 2.068 0.064
H -1.964 0.031 0.515
H -1.614 0.148 -1.151
H 1.922 -1.541 0.168
*
```

Output
E_LUMO (alpha / beta) = -8.32 / -6.51 eV
gap between HOMO and LUMO (alpha / beta) = 6.36 / 9.27 eV

=====

Arrangement c

DFT (ωB97M-V/def2-TZVPD) results for an isolated ion of composition C5H6N and charge +1.

```
! wB97M-V def2-TZVPD RIJCOSX def2/J DEFGRID3
* xyz 1 1
C 0.822 0.128 0.147
C 2.164 0.191 -0.215
C -1.373 0.039 -0.067
C -0.287 0.431 -0.953
C -0.819 -0.638 1.172
N 0.393 -0.477 1.494
H 2.948 -0.131 0.437
H 2.495 0.450 -1.217
H -2.222 0.716 0.135
H -2.184 -0.506 -0.659
H -0.355 1.059 -1.831
H -1.581 -1.263 1.557
*
```

Output
E_LUMO = -7.34 eV
gap between HOMO and LUMO = 7.97 eV

=====

Arrangement d

DFT (ωB97M-V/def2-TZVPD) results for an isolated ion of composition C5H6N and charge +1.

```
! wB97M-V def2-TZVPD RIJCOSX def2/J DEFGRID3
* xyz 1 1
C -2.754 -0.151 0.088
N -1.669 -0.328 -0.234
C -0.202 0.756 -0.133
C 1.002 0.285 -0.712
C 1.240 -0.989 0.089
C 0.964 0.319 0.719
H -3.766 0.017 0.333
H -0.750 1.757 -0.274
H 1.599 0.526 -1.601
H 0.548 -1.781 0.153
H 2.330 -1.263 0.041
H 1.459 0.851 1.530
*
```

Output
E_LUMO = -5.18 eV
gap between HOMO and LUMO = 10.81 eV
SMILES = C#[N+][C@@H]1[C@@H]2C[C@@H]21

=====

Energy relative to the most stable one, in kJ/mol: arrangement a 83.0; arrangement b 210.7; arrangement c 18.8; arrangement d 0.0